(1)
The following is a quantum chemistry calculation of the molecule C5H8O2 at a distorted geometry, from OMol25.

Atoms and positions in Å:
C (1.5114, -0.3766, -0.0827)
C (0.9206, 0.8419, -0.6668)
O (-0.2870, 0.6468, -1.3966)
C (-1.2667, 0.0219, -0.5725)
C (-1.3458, 0.1907, 0.9370)
C (-0.8021, -1.0768, 0.3329)
O (0.5878, -1.3547, 0.3902)
H (2.2311, -0.9532, -0.6528)
H (2.3746, 0.3832, 0.3991)
H (0.7226, 1.6119, 0.0800)
H (1.9553, 1.2039, -0.9987)
H (-2.2198, -0.0651, -1.0998)
H (-0.6385, 0.8276, 1.4543)
H (-2.3264, 0.1520, 1.4078)
H (-1.3777, -2.0000, 0.4391)

## Properties
- structure (SMILES) = C1CO[C@@H]2C[C@@H]2O1
- HOMO (eV) = -8.863
- LUMO energy (Ha) = 0.0342
- energy above the lowest of the compared OMol25 structures with the same formula, charge and spin (eV) = 4.350


(2)
The following is a quantum chemistry calculation of the molecule C12H14N8O at a distorted geometry, from OMol25.

Atoms and positions in Å:
C (-4.4859, -2.0307, -0.1086)
C (-3.2569, -2.5410, 0.5417)
O (-2.7399, -1.9212, 1.5298)
C (-2.5407, -3.5989, -0.0948)
C (-1.0008, -3.2226, -0.1645)
C (-0.6813, -1.7881, -0.5223)
N (-1.4089, -0.8811, -1.2647)
C (-0.9054, 0.3266, -1.5083)
N (-1.4792, 1.0499, -2.3490)
C (0.1833, 0.8430, -0.8134)
N (0.8792, 2.0828, -0.8259)
C (1.9167, 1.8866, -0.0468)
N (2.7253, 3.0447, 0.2674)
N (2.6898, 4.2709, -0.3794)
C (3.3795, 4.9211, 0.4082)
C (4.0348, 4.1886, 1.4697)
N (3.5708, 2.9803, 1.3863)
N (1.8398, 0.5416, 0.4149)
C (2.8518, -0.0327, 1.3244)
C (0.7712, -0.0899, -0.1058)
N (0.4134, -1.3869, 0.1714)
H (-5.2282, -2.1237, 0.6377)
H (-4.7318, -2.5920, -1.0413)
H (-4.3520, -1.0131, -0.4483)
H (-2.5312, -4.4665, 0.4332)
H (-2.9600, -3.7686, -0.9968)
H (-0.5621, -3.7112, -0.9883)
H (-0.4102, -3.5347, 0.7530)
H (-1.1255, 1.9921, -2.4339)
H (-2.4376, 0.7700, -2.4292)
H (3.5367, 5.9643, 0.2602)
H (4.7732, 4.6078, 2.1906)
H (2.6066, -1.0690, 1.5992)
H (2.9091, 0.4478, 2.3333)
H (3.7569, -0.1459, 0.8004)

## Properties
- structure (SMILES) = CC(=O)CCc1nc(N)c2nc(-n3nccn3)n(C)c2n1
- HOMO (eV) = -8.188
- LUMO energy (Ha) = 0.0219
- energy above the lowest of the compared OMol25 structures with the same formula, charge and spin (eV) = 0.805